This record from the Open Molecules 2025 dataset describes a cluster of 2 separate species, C4H8NO in total at a distorted geometry. The level of theory is ωB97M-V with the def2-TZVPD basis set.

XYZ file:
```
14
C4H8NO ωB97M-V with the def2-TZVPD basis set
C -0.272 1.342 -0.690
C 0.450 0.842 -1.980
C 0.625 0.549 0.070
C -1.759 -0.644 2.057
N 1.324 -0.001 -1.096
O -1.211 2.059 -0.507
H -0.164 0.269 -2.673
H 1.002 1.613 -2.511
H 1.060 0.621 1.050
H -2.517 -0.482 1.313
H -1.546 0.145 2.755
H -1.267 -1.593 2.146
H 1.224 -1.012 -1.240
H 2.329 0.214 -1.147
```

HOMO-LUMO gap (spin up / spin down) (Ha): 0.2029 / 0.3974
F_max (eV Å⁻¹): 1.8
Calculated total energy (eV): -7803.2385
Charge: +1
E_HOMO (spin up / spin down) (eV): -12.5974 / -14.8689